{
  "formula": "C30H48BrFeN3P2Se",
  "method": "the ωB97M-V functional and the def2-TZVPD basis",
  "symbols": ["N", "C", "C", "C", "C", "C", "C", "Fe", "P", "C", "C", "C", "C", "C", "C", "C", "Br", "H", "H", "H", "H", "H", "H", "H", "H", "H", "H", "P", "C", "C", "H", "H", "H", "H", "H", "C", "C", "H", "H", "H", "H", "H", "C", "C", "H", "H", "H", "H", "H", "C", "C", "H", "H", "H", "H", "H", "C", "C", "H", "H", "H", "H", "H", "C", "C", "H", "H", "H", "H", "H", "C", "N", "C", "C", "N", "C", "C", "Se", "H", "H", "H", "H", "H", "H", "H", "H"],
  "positions_angstrom": [[5.4758, -8.1652, -0.6279], [5.4862, -7.5590, 0.5602], [4.9303, -6.2862, 0.7758], [4.3315, -5.5956, -0.3195], [4.3410, -6.2661, -1.5627], [4.9264, -7.5293, -1.6461], [3.6852, -4.3042, -0.1057], [1.7108, -1.5292, -0.5291], [-5.0049, 0.4383, -1.0507], [2.7798, -3.7365, -1.0026], [1.3884, -3.5884, -0.5538], [0.3172, -3.3737, -1.4571], [-0.9954, -3.2513, -0.9617], [-1.2077, -2.9492, 0.3875], [-0.0689, -2.6559, 1.1881], [1.1685, -3.2028, 0.8113], [-2.8796, -3.0268, 1.1229], [3.8882, -3.8593, 0.8732], [2.9569, -3.7361, -2.0819], [4.9108, -5.8670, 1.7853], [3.8776, -5.8338, -2.4383], [5.9261, -8.0911, 1.3980], [4.9281, -8.0671, -2.5827], [0.5075, -3.5926, -2.5120], [2.0208, -3.2691, 1.4848], [-1.8564, -3.3903, -1.6194], [-0.0850, -2.1827, 2.1787], [1.1478, 0.1135, -2.0370], [-5.4186, -0.6680, 0.3605], [-6.8793, -1.0983, 0.4762], [-5.1355, -0.1120, 1.2663], [-4.7816, -1.5614, 0.2801], [-7.0090, -1.6828, 1.3963], [-7.5498, -0.2332, 0.5287], [-7.1838, -1.7330, -0.3636], [-4.3235, -0.6662, -2.3337], [-5.1495, -0.5210, -3.6213], [-4.3596, -1.6948, -1.9462], [-3.2706, -0.4068, -2.5089], [-4.8485, -1.2719, -4.3627], [-6.2191, -0.6531, -3.4111], [-5.0117, 0.4764, -4.0633], [-3.6066, 1.4505, -0.4734], [-4.1338, 2.8514, -0.0987], [-2.8400, 1.5156, -1.2640], [-3.2030, 0.9272, 0.4076], [-3.3697, 3.6232, -0.2660], [-5.0309, 3.1281, -0.6820], [-4.4021, 2.8761, 0.9673], [1.1879, 1.9405, -1.9384], [1.8134, 2.5931, -3.1726], [1.7402, 2.1976, -1.0223], [0.1558, 2.2915, -1.7838], [2.9084, 2.5297, -3.1411], [1.4535, 2.1297, -4.0999], [1.5431, 3.6534, -3.2279], [-0.3706, -0.1162, -3.0738], [-0.2527, -1.2128, -4.1223], [-0.6169, 0.8579, -3.5369], [-1.1575, -0.3471, -2.3316], [0.6762, -1.1275, -4.7043], [-0.2967, -2.2054, -3.6584], [-1.0934, -1.1300, -4.8239], [2.6503, -0.3229, -3.0274], [3.9395, 0.0122, -2.2771], [2.5344, 0.2481, -3.9555], [2.5971, -1.3982, -3.2755], [4.6110, -0.8514, -2.3064], [4.4594, 0.8408, -2.7658], [3.7683, 0.2732, -1.2229], [-0.7637, 0.9563, 2.6536], [-0.0354, 2.1658, 2.3412], [-0.3845, 3.4455, 2.7338], [0.5815, 4.2800, 2.2632], [1.5145, 3.4974, 1.5998], [2.7199, 4.0166, 0.9649], [1.1386, 2.1706, 1.6386], [2.0908, 0.6305, 1.1545], [-0.0488, 0.1665, 2.9083], [-1.3594, 0.6272, 1.7971], [-1.4113, 1.1592, 3.5081], [-1.2735, 3.6425, 3.3155], [0.6920, 5.3535, 2.3358], [2.4662, 4.4688, -0.0031], [3.1545, 4.7843, 1.6157], [3.4342, 3.1950, 0.8330]],
  "forces_ev_per_a": [[0.30, 0.03, 0.77], [-0.53, 0.73, 0.06], [-0.15, 0.10, -0.48], [1.10, -0.14, -0.11], [0.04, -0.07, 0.49], [-0.44, 0.56, -0.36], [0.40, -0.74, -0.34], [-0.10, 1.35, 0.73], [-1.65, 0.54, -0.55], [-0.02, -0.10, 0.05], [-0.02, 1.30, 0.19], [0.33, -1.02, 0.13], [-0.11, 0.15, 0.46], [1.50, 0.31, -0.87], [0.59, -1.12, 0.62], [-0.59, 0.28, -0.35], [-0.58, 0.14, 0.44], [-0.76, -0.45, 0.10], [-0.23, -0.94, 0.22], [0.12, -0.05, -0.37], [0.05, 0.00, -0.04], [0.01, -0.04, -0.16], [-0.01, 0.03, -0.17], [-0.18, 0.15, 0.39], [-0.40, 0.24, 0.22], [0.30, 0.06, 0.15], [-0.56, -0.43, -0.41], [-0.46, 0.21, -1.41], [0.51, -0.22, 0.19], [-0.08, 0.00, 0.03], [0.03, -0.18, -0.07], [-0.24, 0.37, 0.22], [-0.05, 0.10, -0.21], [0.12, -0.18, -0.09], [0.01, 0.18, 0.10], [0.15, -0.37, -0.09], [0.18, -0.20, -0.15], [0.06, 0.06, -0.24], [-0.16, -0.14, -0.06], [-0.09, 0.16, 0.06], [0.29, 0.05, -0.08], [-0.10, -0.27, 0.16], [0.22, 0.06, 0.35], [0.18, 0.23, 0.23], [-0.24, -0.11, 0.26], [0.38, 0.32, -0.19], [-0.16, -0.14, 0.11], [0.48, -0.19, 0.24], [-0.06, 0.08, -0.31], [0.30, 0.33, 0.84], [-0.03, 0.09, -0.15], [-0.13, 0.07, -0.42], [0.19, -0.27, -0.04], [-0.30, -0.02, -0.09], [0.10, 0.16, 0.12], [0.05, -0.21, 0.09], [0.20, 0.12, 0.31], [-0.24, -0.13, -0.28], [0.15, -0.44, 0.21], [0.16, 0.15, -0.43], [-0.33, -0.06, 0.13], [0.02, 0.31, -0.31], [0.23, -0.14, 0.16], [-0.82, 0.09, -0.43], [0.34, -0.18, -0.03], [0.37, -0.37, -0.05], [-0.05, 0.40, -0.06], [0.02, 0.20, 0.07], [-0.05, -0.08, 0.26], [0.13, 0.07, -0.20], [-0.23, -0.33, 0.25], [0.86, 0.07, -0.53], [0.45, 0.00, -0.35], [-0.08, -0.57, -0.05], [-0.30, -1.27, -0.08], [0.18, 0.15, -0.08], [-1.08, 1.47, 0.83], [0.67, -0.20, 0.51], [-0.16, 0.24, 0.05], [0.02, 0.10, 0.11], [0.03, -0.11, -0.15], [0.14, -0.02, -0.13], [-0.01, -0.22, 0.02], [0.12, -0.15, 0.24], [-0.06, -0.25, -0.19], [-0.21, 0.28, 0.03]],
  "spin_multiplicity": 5,
  "total_charge": 2,
  "orbital_gap_ev": [4.71, 4.45],
  "homo_energy_ha": [-0.434, -0.434],
  "energy_ha": -8257.39512,
  "s_squared": 6.14,
  "max_force_ev_per_a": 1.998,
  "lumo_energy_ev": [-7.09, -7.34]
}